{
  "formula": "C3H3N3O",
  "method": "ωB97M-V/def2-TZVPD",
  "elements": ["N", "C", "C", "N", "O", "C", "N", "H", "H", "H"],
  "coordinates": [[-1.187, 0.496, -2.279], [-0.796, 0.140, -1.276], [-0.178, -0.180, -0.019], [0.541, 0.876, 0.643], [-1.232, -0.548, 0.943], [0.671, -1.399, -0.221], [1.454, -2.187, -0.464], [0.180, 1.789, 0.606], [1.502, 0.944, 0.445], [-0.954, 0.069, 1.623]],
  "forces_ev_per_angstrom": [[-0.7, 0.4, -1.5], [0.2, 0.3, 0.2], [-0.8, -1.4, 2.5], [0.3, -1.1, 0.1], [0.8, 0.4, -1.5], [-0.3, 1.9, 0.1], [0.6, -1.1, -0.1], [-1.1, 1.1, -0.5], [1.3, -0.3, -0.3], [-0.4, -0.1, 0.9]],
  "lumo_ha": 0.013,
  "total_energy_ev": -9675.5285,
  "e_above_lowest_kj_mol": 185.8,
  "gap_ev": 12.08,
  "smiles": "N#CC(N)(O)C#N",
  "multiplicity": 1
}

---

{
  "formula": "C3H3N3O",
  "method": "ωB97M-V/def2-TZVPD",
  "elements": ["N", "C", "C", "C", "O", "H", "H", "H", "N", "N"],
  "coordinates": [[2.079, -0.240, 0.510], [1.006, -0.711, 0.200], [-0.178, -1.262, -0.038], [-1.396, -0.544, 0.348], [-1.420, 0.533, 0.909], [2.522, 0.419, -0.126], [-0.231, -2.223, -0.538], [-2.336, -1.063, 0.073], [0.467, 2.299, -0.715], [-0.513, 2.792, -0.624]],
  "forces_ev_per_angstrom": [[-0.7, -0.3, -0.2], [0.5, 0.2, 0.1], [0.1, 0.1, 0.0], [0.0, 0.2, 0.2], [0.0, -0.5, -0.2], [0.0, 0.0, 0.0], [0.0, 0.1, 0.0], [0.1, 0.1, 0.1], [-1.7, 0.9, 0.1], [1.7, -0.8, -0.2]],
  "lumo_ha": 0.019,
  "total_energy_ev": -9676.6716,
  "e_above_lowest_kj_mol": 75.5,
  "gap_ev": 10.20,
  "smiles": "N=C=CC=O.N#N",
  "multiplicity": 1
}

---

{
  "formula": "C3H3N3O",
  "method": "ωB97M-V/def2-TZVPD",
  "elements": ["O", "C", "C", "N", "N", "C", "N", "H", "H", "H"],
  "coordinates": [[1.950, -0.441, 0.156], [0.668, -0.097, 0.119], [0.257, 1.237, 0.045], [-1.009, 1.547, -0.191], [-1.933, 0.614, -0.414], [-1.634, -0.661, -0.143], [-0.308, -0.988, 0.198], [2.017, -1.402, 0.268], [0.960, 2.055, 0.174], [-0.961, -1.867, -0.208]],
  "forces_ev_per_angstrom": [[0.0, -0.2, 0.1], [-0.3, 0.1, 0.0], [0.0, -0.1, 0.0], [0.1, -0.2, 0.0], [0.1, -0.1, 0.1], [0.0, 0.4, 0.0], [0.0, 0.2, -0.1], [0.0, 0.1, 0.0], [-0.1, -0.1, 0.0], [0.2, -0.2, 0.0]],
  "lumo_ha": -0.010,
  "total_energy_ev": -9672.1015,
  "e_above_lowest_kj_mol": 516.5,
  "gap_ev": 8.96,
  "multiplicity": 1
}

---

{
  "formula": "C3H3N3O",
  "method": "ωB97M-V/def2-TZVPD",
  "elements": ["N", "C", "C", "C", "O", "H", "H", "H", "N", "N"],
  "coordinates": [[0.797, 3.008, 0.300], [0.527, 1.883, 0.392], [0.063, 0.519, 0.524], [-1.002, 0.175, -0.296], [-1.550, -1.017, -0.121], [0.649, 0.064, 1.255], [-1.249, 0.915, -1.177], [-2.297, -1.290, -0.813], [2.374, -2.173, 0.400], [1.686, -2.086, -0.465]],
  "forces_ev_per_angstrom": [[0.0, -1.1, 0.1], [-0.3, 0.9, -0.5], [-1.7, 2.3, -2.6], [2.5, 1.7, 0.2], [-3.0, -1.6, -2.4], [0.0, -1.7, 1.1], [0.0, -1.7, 2.0], [2.6, 1.3, 2.1], [-1.7, 0.2, -2.2], [1.8, -0.3, 2.2]],
  "lumo_ha": 0.005,
  "total_energy_ev": -9676.4096,
  "e_above_lowest_kj_mol": 100.8,
  "gap_ev": 9.49,
  "smiles": "N#C/C=C/O.N#N",
  "multiplicity": 1
}

---

no.,highest occupied orbital energy (eV)
1,-11.7
2,-9.7
3,-9.2
4,-9.3